(1)
C33H50BiN3OS6SeSiTe | ωB97M-V/def2-TZVPD

The geometry in XYZ format:
```
97
Properties=species:S:1:pos:R:3:forces:R:3
H -1.059887 -4.305164 -0.170329 -0.1 -0.1 0.1
C -0.818945 -2.265615 -3.577383 0.1 -0.1 0.0
C 3.392832 -1.374114 1.609227 0.0 0.1 0.2
C -0.336993 -5.031986 -3.912911 0.0 -0.1 0.0
H 3.327443 5.609698 3.311471 -0.1 0.0 -0.1
H 4.172067 -1.348612 2.373745 0.0 -0.1 0.0
H 0.525037 1.816477 -8.014378 0.0 0.0 0.0
H 1.133733 2.602475 -5.953975 0.0 0.0 0.0
C 0.535617 -4.087699 -4.422530 0.0 0.0 0.0
C -2.980411 -2.852221 -2.318008 0.2 0.0 0.0
H 2.102595 -4.218484 0.194327 0.0 0.0 0.0
N -1.314686 2.120905 1.119149 -0.2 0.0 0.2
C -0.243588 -1.835683 3.477548 0.2 0.0 -0.1
H -0.646941 -2.748702 3.923310 0.0 0.0 0.1
H 0.218216 3.453918 3.281023 0.1 0.0 0.0
C 1.228956 -2.038588 3.122195 -0.1 0.1 -0.1
N -0.467946 2.455158 -1.790543 0.0 0.1 -0.1
C -1.738190 -0.676619 -7.881661 0.0 0.0 0.0
H 1.786748 5.802715 2.440718 0.1 -0.1 0.0
Bi -0.016391 0.982012 -0.188697 0.1 0.1 0.1
C -2.901521 -1.803536 -5.985070 0.2 0.1 0.0
H 4.053584 1.650337 3.262832 0.0 0.0 0.0
C -1.743733 -2.889073 1.327290 0.2 0.1 -0.1
S -3.796500 3.216667 1.745554 0.2 -0.1 0.0
H -0.947065 -6.968946 -4.629209 0.0 0.0 0.0
H -2.465409 -2.800628 -5.873950 0.0 0.0 0.0
H -1.352502 -0.354943 -10.461010 0.0 0.0 0.0
O -3.338604 -0.377587 0.345543 0.0 -0.1 0.0
H 3.947044 0.359571 0.429290 0.0 0.0 0.0
H 0.937687 1.851536 3.455308 0.0 0.1 0.1
H 0.797454 -6.691272 -4.697291 0.0 0.0 0.0
C 0.326241 -2.714697 -4.263474 0.0 0.1 0.0
S -1.330714 -1.312348 2.136500 -0.3 0.0 -0.1
C -0.143449 1.069230 -7.591804 0.0 0.0 0.0
H -3.890820 0.878135 -2.624856 0.0 0.0 0.0
H -0.331426 -1.038907 4.221319 0.0 -0.1 0.0
C -0.254598 0.969841 -6.209945 0.1 0.0 0.0
H 1.415357 -4.418954 -4.967844 0.0 0.0 0.0
H -0.983448 1.364350 -10.284840 0.0 0.0 0.0
Si 2.529883 3.426451 2.407689 -0.1 0.0 -0.4
H 3.166096 -3.117969 -2.315957 0.0 -0.1 -0.1
C -1.714465 -3.216360 -3.048644 0.0 0.1 -0.1
H 4.494928 3.242434 3.919509 -0.1 -0.1 -0.1
C 1.823173 -3.641169 -0.691931 0.1 0.1 0.0
H -2.154331 -5.293039 -2.810329 0.0 0.0 0.0
H 1.800669 -2.235922 4.030998 0.0 -0.1 0.0
H 2.294571 -2.340508 -5.052714 -0.1 0.0 0.0
C 1.360887 -1.799074 -4.885448 -0.1 -0.1 0.1
H -2.170175 -3.542386 2.089880 -0.1 -0.1 0.0
Se 2.126983 2.878909 0.249901 0.1 -0.2 0.0
C -0.865534 0.240147 -8.446129 0.0 0.0 0.0
S 1.913663 -0.572923 2.309058 0.3 0.1 -0.1
C -0.624826 -3.647433 0.586133 0.0 0.1 0.1
C -4.228858 0.436021 -1.691927 0.2 0.0 0.1
H 1.391956 3.147559 4.587862 -0.1 0.0 -0.1
H 1.428657 -4.328003 -1.441032 0.1 -0.1 -0.1
H -2.539408 -2.597957 0.638966 0.1 0.0 0.2
C -0.103215 -6.509833 -4.109121 0.0 0.1 0.0
H -0.055921 -4.266883 1.286365 0.0 0.0 0.0
N -1.817743 -0.184544 -1.318300 -0.5 0.0 0.7
H 4.918939 2.821072 2.244063 -0.1 0.0 0.1
S 3.101647 -1.072535 -1.199757 -0.3 0.0 0.0
H 1.573191 -0.935868 -4.255357 0.0 0.0 0.1
Te -1.077611 -0.139882 -3.410770 -0.2 -0.5 -0.6
H -3.670080 -3.697250 -2.307829 0.0 0.0 0.0
H -3.740105 -1.876978 -6.681012 0.0 0.0 0.0
H 1.354872 -2.872459 2.430267 -0.1 0.0 0.0
C 4.153075 2.711040 3.020259 0.2 -0.1 0.0
H 3.287571 5.589872 1.530814 0.0 0.0 0.1
C 0.550782 1.913874 -5.341797 -0.1 -0.1 -0.1
S 0.512658 -2.497528 -0.214589 0.0 0.2 -0.1
C -0.714917 0.362293 -9.942324 0.0 0.0 0.1
C -2.377315 2.573028 1.368966 -0.1 0.0 0.0
H -4.769423 1.180828 -1.105524 0.0 0.0 0.0
H 3.122962 -2.416524 1.431287 0.1 0.0 -0.1
H 0.006942 -7.024376 -3.150510 0.0 0.0 0.0
H 0.318307 0.179408 -10.248445 0.0 0.0 0.0
C 3.064580 -2.896031 -1.257507 -0.2 0.1 0.2
C 2.752310 5.286032 2.434622 0.0 0.2 0.1
H 1.239175 1.371360 -4.688353 0.0 0.0 0.0
H -2.766518 -2.563639 -1.286159 0.0 0.0 -0.2
H -3.472969 -2.002340 -2.787328 0.0 0.0 0.0
C -1.102791 -0.007603 -5.657789 0.0 0.2 0.1
C -0.678108 3.596325 -2.011759 0.0 0.2 0.1
H -4.916945 -0.386238 -1.899360 0.0 0.0 0.0
H 1.013875 -1.417507 -5.848848 0.0 0.0 0.0
C 3.962551 -0.731883 0.353426 -0.1 0.0 0.0
H -2.338468 -1.309749 -8.531934 0.0 0.0 0.0
C -1.452048 -4.572280 -3.222760 0.1 0.0 0.0
H -3.288443 -1.502582 -5.012956 0.0 0.0 0.0
S -0.971817 5.133506 -2.358556 0.0 -0.2 0.0
H -0.095822 2.512685 -4.696512 0.0 0.0 0.0
C 1.140002 2.923610 3.541717 -0.2 0.0 0.2
H 3.968923 -3.236378 -0.752498 0.0 -0.1 -0.1
H 5.002158 -1.044796 0.236566 0.0 0.0 0.0
C -1.884752 -0.804749 -6.496389 -0.1 0.0 0.0
C -3.082247 -0.075043 -0.823770 0.3 0.2 -0.5
```
Positions in Å, forces in eV/Å.

Results
- highest occupied orbital energy (alpha / beta) (eV) = -4.634 / -4.990
- spin multiplicity = 2
- ΔE to the lowest compared entry with this formula, charge and spin (kJ/mol) = 35.73
- total charge = -1

These are the Löwdin partial charges, in e, on atoms 1 to 6: 0.07 -0.36 -0.51 -0.28 0.02 0.08

(2)
C33H50F12NO7P2S | ωB97M-V/def2-TZVPD

The geometry in XYZ format:
```
106
Properties=species:S:1:pos:R:3:forces:R:3
C 2.408652 0.152586 0.443568 -0.4 0.2 0.8
C -0.205302 0.018344 6.579839 -0.2 0.4 -0.5
H 0.859970 -0.072693 6.383444 0.1 0.1 0.2
C -0.594511 3.574145 0.747836 0.9 -0.4 0.1
H 1.135627 -7.807177 -6.560864 0.0 0.0 0.0
C 2.161244 -0.404597 -0.783485 -1.7 0.9 -0.6
H 0.791280 6.898362 -1.034018 0.0 -0.1 -0.2
F -4.054439 2.111797 -2.311810 0.1 0.2 0.2
O 0.837281 6.126478 -0.451019 0.6 -0.7 0.6
P -0.293183 6.348931 0.643014 -2.2 1.8 -0.6
C -0.281458 4.066468 5.670171 0.4 -0.7 0.2
H -0.708303 -1.190800 -5.940784 -0.1 0.1 -0.1
C 5.693448 -1.537763 1.220581 -0.2 0.6 -0.1
C -2.396007 -2.458465 -0.101188 -0.1 0.6 -1.0
H 0.305339 3.727208 0.150467 0.0 -0.1 -0.2
F -2.543142 -5.604647 1.198995 -0.1 0.2 -0.2
F -4.476945 -6.338191 0.554584 0.1 0.1 0.1
H -0.833842 -0.843816 2.523496 -0.4 0.3 -0.3
C 1.074165 -4.693425 -4.990370 0.2 0.0 0.2
C 4.138093 -1.688854 -0.698792 0.3 -0.3 -0.3
H -1.441907 0.094890 4.832313 0.0 0.1 -0.3
H 2.087649 1.565188 1.999086 0.0 -0.2 0.2
H -2.729087 0.450441 -0.229312 -0.1 0.3 0.1
N 0.184463 0.783685 1.597854 -1.1 0.7 -0.8
H 1.479278 3.833111 4.368767 0.0 -0.2 -0.3
H -0.603524 3.521698 6.557722 -0.2 0.1 0.1
H -0.294066 -7.038517 -5.847950 -0.1 0.1 -0.1
H -2.334435 2.379528 0.621417 -0.1 -0.1 0.0
H 0.502906 -6.308320 -7.264878 -0.1 0.0 0.0
H -1.156606 4.128960 5.027451 0.0 0.4 -0.1
H 1.503372 2.046332 0.448848 -0.6 0.1 0.0
H 0.065406 5.032310 6.026646 -0.1 0.2 -0.2
C 1.146481 -0.209101 -5.505373 0.1 0.0 0.0
F -4.320611 -4.369141 1.421804 0.3 0.0 -0.2
H 0.754338 -1.398011 3.981407 -0.1 0.1 0.1
F -3.941507 3.627522 -0.787734 0.2 0.4 -0.2
P 0.337399 1.624354 4.347083 2.0 -1.4 -0.2
C 3.003153 -1.306770 -1.346981 -0.2 -0.7 -1.3
H 1.292037 -0.111042 -1.362811 0.0 0.0 -0.1
H -1.654301 1.505922 5.824272 0.0 0.0 0.1
H -1.442038 1.562291 2.715369 -0.1 -0.1 -0.4
F -1.962555 -2.791098 1.132273 0.0 -0.2 0.2
H 1.656453 -2.054455 2.648614 0.1 0.0 -0.2
F -1.183246 -4.311227 -0.811649 0.2 -0.1 -0.2
H -2.353084 -0.352891 1.227314 0.3 0.0 0.2
C -1.328989 2.357720 0.191111 -0.9 0.8 0.4
C -0.377057 1.763228 2.616372 0.3 1.3 1.4
H 2.760630 -1.688146 -2.327782 0.1 -0.1 -0.1
H 0.933805 3.472637 2.263036 0.0 0.1 0.4
C -3.363182 3.184422 -1.904753 -0.6 -1.4 -0.1
H -2.020913 -1.051483 -1.637747 0.1 0.0 -0.1
H -1.977016 4.999892 1.613264 -0.3 0.1 -0.1
H 1.814821 -4.234135 -4.338877 0.0 0.0 0.0
H 5.486623 -1.987326 2.188992 0.1 -0.2 0.0
H 0.509624 1.801376 -5.913980 -0.2 0.0 0.0
F -3.696503 -2.062472 0.007762 -0.2 -0.2 0.2
H 3.828849 0.174100 2.042123 -0.1 0.1 0.1
C -0.116056 3.216826 2.191496 -1.1 -0.3 -1.0
O 0.316851 6.601793 2.098980 0.7 -1.0 -0.5
C 0.249038 -0.997032 -6.427847 0.2 -0.1 0.0
O -1.113235 7.494378 0.235014 -0.1 0.3 -0.1
C -1.381253 4.897898 0.707214 1.5 -0.7 0.7
F -4.670400 -4.275983 -1.289693 0.0 0.3 0.2
H 0.087148 -0.444515 -7.354287 -0.2 0.0 0.1
C -3.509518 -4.728151 -0.813501 0.5 -0.6 -0.2
C -3.698865 -5.255097 0.637185 -0.7 -0.4 0.2
C 0.658530 1.144933 -5.055567 0.2 -0.1 0.2
H -0.275522 1.031533 -4.503719 -0.1 0.1 -0.2
C -2.357987 -3.701399 -1.024845 -0.4 0.3 0.7
H -0.594146 -0.994293 6.599051 -0.2 0.0 0.3
C 1.558070 1.195987 1.123430 1.0 0.1 0.2
H 6.269081 -2.187844 0.571510 0.0 -0.3 0.2
C -1.914205 -0.056015 0.279209 -0.1 -0.1 -0.7
H 0.133125 -4.788473 -4.444724 -0.1 0.0 -0.2
H 4.818015 -2.385429 -1.160374 0.1 -0.1 0.0
O 2.627369 -6.488569 -5.042100 0.0 0.0 0.0
H 1.401432 1.591544 -4.397167 0.0 0.0 0.0
F -2.421054 -3.288763 -2.302761 0.0 -0.1 -0.1
C 1.564199 -6.057831 -5.418219 0.0 -0.1 0.0
C 4.413656 -1.137268 0.525344 1.8 -1.0 0.2
H 0.726612 -1.944710 -6.662587 0.0 0.0 0.0
S -1.604389 2.580048 -1.599626 1.2 0.0 -1.8
O -0.750218 3.590993 -2.134433 0.1 1.0 0.8
C 0.111935 -0.648284 2.040587 1.3 -0.8 0.8
H -0.567037 -1.485573 -0.727939 0.0 -0.2 -0.1
C 1.199406 -1.142700 3.022632 -0.1 0.0 0.2
O -1.485040 1.330827 -2.295656 -0.6 -0.7 0.6
O 2.212230 -0.648522 -5.137346 0.0 -0.1 0.1
H 1.971222 -0.419449 3.235780 0.1 0.0 -0.1
C 0.870509 3.241517 5.045619 -1.5 0.6 0.6
F -3.359735 4.063095 -2.875392 0.1 0.3 0.5
H 0.932469 -4.056433 -5.863287 -0.2 0.0 0.0
C -0.747346 0.946789 0.381650 -0.4 -0.6 -0.8
C -1.630402 -1.267308 -0.650702 -0.1 -0.1 0.9
C -0.900229 0.817871 5.445266 -0.1 0.0 -0.2
H -1.984711 5.012220 -0.182752 -0.1 0.2 -0.1
H 1.519005 2.980902 5.880965 0.3 -0.3 -0.1
H 6.306484 -0.652478 1.390971 0.0 0.0 0.1
H -0.117113 0.750734 -0.477581 0.2 -0.1 0.1
H 0.237493 -1.267579 1.164527 -0.4 0.2 -0.3
C 0.665396 -6.853377 -6.333670 0.2 -0.1 0.0
H -0.722137 3.803285 2.875030 0.3 0.2 0.3
H -0.392958 0.520470 7.522083 0.2 -0.2 0.2
H 0.886251 7.382236 2.015002 0.0 0.1 0.4
C 3.559909 -0.235944 1.075164 0.1 0.6 1.2
F -3.166507 -5.806226 -1.552672 0.1 0.0 0.0
```
Positions in Å, forces in eV/Å.

Results
- highest occupied orbital energy (eV) = -10.968
- total charge = +1

These are the Löwdin partial charges, in e, on atoms 1 to 6: -0.21 -0.14 0.05 -0.32 0.08 -0.05

(3)
C33H51Br2NO4PtSSb2Si | ωB97M-V/def2-TZVPD

The geometry in XYZ format:
```
96
Properties=species:S:1:pos:R:3:forces:R:3
H -0.100284 -0.796105 -4.656110 -0.1 0.1 0.0
C 4.606342 -0.967657 -1.064522 0.2 0.0 -0.3
C 0.838476 3.142480 -1.504024 0.2 -0.1 -0.1
H -0.344699 5.138808 1.058878 0.0 0.0 0.0
Sb 3.145394 -1.659430 0.323215 -0.5 -0.1 -0.4
C -5.250749 0.955037 -1.038487 -0.2 0.1 0.0
H -0.667279 0.648263 -3.752730 0.1 -0.1 0.0
H -4.666402 4.170971 2.752514 0.0 0.0 0.0
C -0.672566 -3.040485 3.672386 0.0 0.0 0.1
H 6.107844 -2.946425 -2.101960 0.0 0.0 0.0
C -1.101700 -4.612549 1.395937 -0.3 -0.3 0.5
C -2.943678 2.921938 3.125729 -0.1 0.0 -0.1
C 0.903555 -0.798035 3.376256 0.1 0.0 0.1
H 1.791184 3.655047 -1.667215 0.0 0.0 0.0
C -0.146215 4.064725 -0.800798 -0.1 0.0 0.1
H -2.328959 -5.827426 2.678848 0.0 0.0 0.0
O -3.232325 1.560256 -0.005972 0.3 0.4 0.2
C -1.806594 2.821970 4.128028 0.2 -0.1 0.1
N 0.688430 -1.551903 2.322314 -0.8 0.0 -0.2
C -0.558955 -0.435880 -3.733511 -0.4 0.1 -0.1
Br -1.421658 -5.726825 -0.093371 0.0 0.0 -0.1
H -2.207521 2.698786 5.137544 0.0 0.0 0.0
H 4.511834 0.119171 -1.094584 0.1 0.0 0.0
C 3.542640 -1.661985 -4.644761 0.0 0.0 -0.1
H 2.829884 0.608562 -2.224658 0.1 0.0 -0.1
O 0.338002 -3.181896 0.170759 -0.2 -0.6 -0.4
H 0.436566 2.839129 -2.476839 0.0 0.0 0.0
C -0.498373 5.234924 -1.704005 0.0 0.1 -0.1
C -1.700093 -4.949556 2.624892 0.1 -0.1 -0.5
C 4.425688 -2.662355 -5.018972 0.0 0.0 0.1
H 1.279134 5.206239 0.342965 0.0 0.0 0.0
C -1.495095 -4.196511 3.738136 0.2 0.3 0.0
H 4.567725 -3.867807 0.689475 0.0 -0.1 0.0
Pt 0.734054 -0.714298 0.306919 0.7 -0.8 0.6
H -4.171008 1.422649 4.065997 0.0 0.0 -0.1
C 0.382495 -1.103013 4.640578 0.2 0.1 0.0
H -5.618072 1.981807 -0.970819 0.0 0.0 0.0
C 3.547700 -1.120487 -3.362057 -0.2 0.4 0.1
C 5.342357 -3.143304 -4.092752 -0.1 0.1 0.0
H 3.770233 -1.713331 2.910290 0.1 0.0 0.0
H -1.163845 1.965688 3.894643 -0.1 0.1 0.0
H -3.612168 -1.000625 -2.106562 0.0 0.0 0.0
C 4.497834 -1.575625 -2.440577 0.1 0.1 0.2
H -1.199708 3.730301 4.101676 0.0 0.0 0.0
H 0.121611 -3.545158 -2.658538 0.1 0.0 0.0
C 5.376064 -2.590483 -2.820101 0.0 0.0 0.0
H -3.550172 2.765142 -2.334996 0.0 -0.1 0.0
H 3.545055 -4.060239 -0.760200 0.0 0.0 0.0
C 2.502617 -0.094047 -2.987534 0.4 -0.2 -0.4
H -2.147269 -0.484570 -1.234182 0.1 -0.1 0.0
C 0.412845 4.563516 0.522970 0.2 0.0 0.1
H -3.290031 5.024803 3.461507 0.0 0.0 0.0
C -3.739473 0.941487 -1.183240 0.1 0.2 0.1
C -0.270171 -3.510799 1.235095 0.4 0.6 0.1
C -3.742605 1.627230 3.080533 0.0 -0.2 0.1
H -1.167691 5.928556 -1.191214 0.0 0.0 0.0
H 2.189346 0.478782 -3.863553 0.1 0.0 0.0
O -2.392847 3.227836 1.841794 0.2 0.0 -0.4
H 6.037109 -3.927861 -4.364446 0.0 0.0 0.0
C 4.154252 -1.115177 2.083577 0.1 0.1 0.3
H 2.823478 -1.283062 -5.366009 0.0 0.0 0.0
H 2.824181 -4.247453 0.852112 0.0 0.0 0.0
C 3.572190 -3.711073 0.271137 0.1 -0.3 0.1
H 0.402795 5.777184 -2.003212 0.0 0.0 0.0
H 1.486556 0.101018 3.222669 -0.1 0.0 0.0
C -3.314396 1.703746 -2.430045 0.1 0.1 -0.1
O -1.369171 3.359131 -0.586289 -0.3 -0.3 0.0
H -3.555646 -1.029046 -0.328479 0.0 0.0 0.0
C -3.853251 4.089323 3.477348 -0.1 0.1 0.0
Br -2.319701 -4.707487 5.359313 -0.1 0.0 0.1
H 5.218173 -1.311465 1.942017 -0.1 0.0 0.1
S -0.398738 1.037385 1.308210 -0.5 0.2 0.0
H -0.838645 -2.452630 5.737839 0.0 0.0 0.0
C 1.072324 -3.016254 -2.719161 -0.2 -0.3 -0.1
H -5.539426 0.425227 -0.128453 0.0 0.0 0.0
H 1.758910 -3.473921 -2.012482 0.0 0.0 0.0
C -3.234649 -0.484768 -1.218912 0.0 -0.3 -0.1
H -4.284308 3.956687 4.473455 0.0 0.0 -0.1
C -0.403945 -2.203604 4.779211 -0.2 -0.2 0.1
H -3.099277 0.787263 2.801682 0.0 0.1 0.0
C -0.088998 -2.697791 2.434492 0.2 0.3 0.0
H 4.397754 -3.059970 -6.025711 0.0 0.0 0.0
H -1.005586 4.872057 -2.601130 0.0 0.0 0.0
H 5.570952 -1.208367 -0.613169 0.0 0.0 -0.1
H 0.722707 3.726809 1.157196 0.0 0.1 -0.1
H -3.841269 1.303271 -3.301286 0.1 0.0 0.0
H 1.016955 2.247902 -0.902276 0.0 0.0 0.0
Sb 0.740277 -1.018394 -2.193633 0.4 0.8 0.4
Si -1.895210 2.316072 0.569306 -0.4 0.1 -0.2
H 1.480319 -3.040976 -3.728642 0.0 -0.1 0.0
H -5.727241 0.472084 -1.896084 0.0 0.0 0.1
H -2.235972 1.618571 -2.596698 -0.1 0.0 0.1
H -4.552873 1.694635 2.352623 0.0 0.0 0.0
H -1.535449 -0.893041 -3.596501 0.0 0.0 -0.1
H 3.995270 -0.059545 2.301782 0.0 0.0 0.0
H 0.592889 -0.451802 5.477598 0.0 0.0 0.0
```
Positions in Å, forces in eV/Å.

Results
- highest occupied orbital energy (eV) = -7.079
- ΔE to the lowest compared entry with this formula, charge and spin (kJ/mol) = 132.26

These are the Löwdin partial charges, in e, on atoms 1 to 6: 0.02 -0.30 -0.04 0.09 1.34 -0.03